# 1
Molecular formula: C8H14Br
Method: DFT, wB97M-V/def2-TZVPD

Values from the calculation:
Energy relative to the best compared isomer or geometry (same formula, charge and spin)   6.87 kcal per mole
Electronic energy   -2887.1707 Ha
E_HOMO (alpha / beta)   -6.86 / -9.55 eV
Lowest unoccupied orbital energy (alpha / beta)   0.722 / 0.213 eV
Kohn-Sham gap (alpha / beta)   7.58 / 9.76 eV

Geometry as ORCA input:
```
! RIJCOSX wB97M-V def2-TZVPD def2/J DEFGRID3
* xyz 0 2
Br 0.22 3.57 3.70
H 0.40 2.21 3.97
C -1.47 -0.01 -0.10
C -0.59 0.93 -0.84
C 0.87 0.54 -0.80
C 1.03 -1.00 -0.94
C 0.28 -1.63 0.19
C -0.99 -1.18 0.48
C 2.50 -1.41 -1.11
C -2.68 0.59 0.47
H -0.91 1.07 -1.89
H -0.75 1.89 -0.33
H 1.40 1.12 -1.56
H 1.29 0.85 0.17
H 0.57 -1.24 -1.91
H 0.76 -2.32 0.86
H -1.69 -1.72 1.14
H 2.58 -2.48 -1.26
H 2.94 -0.95 -2.01
H 3.17 -1.15 -0.29
H -2.69 0.24 1.51
H -2.58 1.68 0.50
H -3.64 0.37 0.05
*
```

Results of the Mulliken charge analysis, in e, for atoms 1 through 6: Br -0.2002; H 0.1956; C 0.6136; C -0.4352; C -0.9904; C 0.9199

# 2
Molecular formula: C2HN7O6
Method: DFT, wB97M-V/def2-TZVPD

Values from the calculation:
Electronic energy   -911.0074 Ha
E_HOMO (alpha / beta)   -7.59 / -11.71 eV
Lowest unoccupied orbital energy (alpha / beta)   -1.920 / -4.554 eV
Kohn-Sham gap (alpha / beta)   5.67 / 7.16 eV

Geometry as ORCA input:
```
! RIJCOSX wB97M-V def2-TZVPD def2/J DEFGRID3
* xyz 0 3
C 1.19 1.51 -0.61
C 0.59 -0.85 0.17
N 1.70 2.51 0.04
N 1.76 2.13 1.30
N 1.44 0.96 1.46
N 1.13 0.46 0.31
N 1.25 -2.05 0.74
N -0.65 -0.92 -0.28
N -3.12 0.50 -0.78
O 2.45 -2.08 0.60
O 0.57 -2.92 1.24
O -1.24 0.19 -0.40
O -1.11 -2.03 -0.58
O -3.55 0.83 0.24
O -3.20 0.35 -1.89
H 0.80 1.42 -1.58
*
```

Results of the Mulliken charge analysis, in e, for atoms 1 through 6: C 0.0013; C 0.0843; N -0.3166; N -0.3653; N -0.3125; N 0.6067